DFT (the ωB97M-V functional and the def2-TZVPD basis) results for a cluster of 10 separate species, C47H91F7IN2O14S10 in total in a non-equilibrium geometry.

## Properties
Largest force on an atom   4.67 eV/Å
HOMO   -10.01 eV
Lowest unoccupied orbital energy   -2.05 eV
Energy   -217317.0971 eV
Net charge   +1
Orbital gap   8.0 eV

The geometry in XYZ format:
```
172
C47H91F7IN2O14S10, DFT the ωB97M-V functional and the def2-TZVPD basis
C 1.842 -0.549 3.199
C 1.447 -0.060 2.189
C 0.994 0.511 0.926
C 1.621 -0.082 -0.369
O 2.974 -0.143 0.076
C 1.298 0.968 -1.549
N -0.144 1.020 -1.416
C -0.873 2.070 -1.271
C -2.069 2.182 -2.205
C -0.768 3.179 -0.255
C 2.063 2.270 -1.567
I 4.207 2.117 -1.845
C 1.636 3.331 -2.604
C 1.820 4.767 -2.022
N 1.460 0.053 -2.781
C 0.612 0.409 -3.962
C 1.291 0.390 -5.345
O 0.277 0.056 -6.275
C 1.834 1.732 -5.837
F 1.990 1.654 -7.173
F 3.075 1.934 -5.347
F 1.029 2.774 -5.628
C 1.720 -1.377 -2.407
C 3.292 -1.491 -2.483
C 3.888 -1.510 -3.872
C 4.397 -2.621 -4.391
C 1.270 -2.537 -3.328
O 1.027 -2.231 -4.697
C 1.261 -3.279 -5.567
C 1.857 -2.950 -6.777
C 2.168 -3.915 -7.716
C 1.883 -5.249 -7.439
C 1.279 -5.573 -6.241
C 0.968 -4.604 -5.294
C 1.245 -1.528 -0.907
C 2.051 -2.647 -0.222
C 1.606 -3.109 1.162
F 2.082 -3.805 -1.025
S -0.529 -2.036 -0.850
O -1.165 -1.554 -2.054
O -0.657 -3.467 -0.822
C -1.687 -1.402 0.466
F -2.709 -2.263 0.405
F -2.191 -0.210 0.155
F -1.282 -1.371 1.732
H 2.048 -1.017 4.138
H -0.086 0.625 0.974
H 1.377 1.542 0.911
H 3.240 0.716 0.438
H -2.798 2.888 -1.811
H -1.745 2.485 -3.200
H -2.567 1.210 -2.213
H -0.061 3.963 -0.540
H -0.538 2.837 0.753
H -1.729 3.688 -0.191
H 1.949 2.728 -0.585
H 2.284 3.293 -3.474
H 0.604 3.266 -2.949
H 2.601 5.274 -2.591
H 2.160 4.763 -0.986
H 0.929 5.374 -2.169
H 2.381 0.397 -3.099
H -0.233 -0.272 -3.978
H 0.162 1.396 -3.888
H 2.072 -0.356 -5.488
H -0.118 -0.781 -6.004
H 3.797 -0.686 -1.947
H 3.634 -2.419 -2.035
H 3.982 -0.608 -4.472
H 4.435 -3.548 -3.829
H 4.812 -2.620 -5.390
H 2.048 -3.298 -3.287
H 0.408 -3.095 -2.964
H 2.107 -1.914 -6.981
H 2.656 -3.631 -8.638
H 2.143 -6.012 -8.160
H 1.047 -6.603 -6.003
H 0.520 -4.889 -4.350
H 3.102 -2.394 -0.171
H 0.801 -2.563 1.647
H 2.458 -3.069 1.838
H 1.319 -4.160 1.135
C -2.407 -8.304 -0.158
S -0.814 -7.857 -0.862
O 0.210 -8.717 -0.217
C -0.714 -6.238 -0.091
H -2.651 -9.313 -0.484
H -2.348 -8.274 0.931
H -3.169 -7.611 -0.516
H -0.767 -6.345 0.994
H -1.529 -5.615 -0.449
H 0.234 -5.787 -0.368
C 3.754 4.963 2.473
S 3.151 3.415 3.140
O 2.613 2.617 1.991
C 1.742 4.106 4.005
H 4.625 4.747 1.857
H 2.975 5.429 1.867
H 4.042 5.619 3.293
H 1.089 4.626 3.305
H 2.099 4.791 4.774
H 1.195 3.288 4.471
C -6.762 0.611 0.910
S -5.511 0.719 -0.375
O -5.739 1.990 -1.115
C -6.180 -0.615 -1.377
H -6.572 1.385 1.650
H -7.749 0.761 0.473
H -6.706 -0.366 1.390
H -7.209 -0.385 -1.653
H -6.137 -1.547 -0.813
H -5.571 -0.704 -2.275
C 7.898 2.527 -4.678
S 6.272 1.853 -5.043
O 6.383 0.371 -4.997
C 6.255 2.339 -6.773
H 8.135 2.300 -3.641
H 8.640 2.069 -5.332
H 7.882 3.607 -4.821
H 7.107 1.894 -7.286
H 6.294 3.426 -6.844
H 5.329 1.979 -7.217
C -7.062 3.224 4.771
S -7.948 1.692 5.085
O -8.384 1.148 3.770
C -9.380 2.458 5.851
H -6.137 2.979 4.254
H -7.670 3.879 4.147
H -6.833 3.709 5.720
H -9.837 3.162 5.156
H -9.071 2.970 6.763
H -10.092 1.674 6.098
C 8.165 0.997 2.223
S 6.488 1.385 2.738
O 6.463 2.823 3.120
C 6.526 0.428 4.257
H 8.368 1.533 1.297
H 8.869 1.315 2.992
H 8.252 -0.076 2.050
H 7.335 0.784 4.894
H 6.666 -0.626 4.017
H 5.572 0.562 4.764
C -3.776 5.122 3.152
S -2.338 5.622 2.200
O -1.166 4.882 2.746
C -2.259 7.299 2.837
H -3.981 4.077 2.929
H -3.570 5.239 4.216
H -4.632 5.731 2.860
H -2.153 7.274 3.922
H -3.165 7.835 2.556
H -1.394 7.789 2.395
C -0.525 -3.339 7.209
S -0.148 -2.278 5.810
O 0.944 -1.353 6.233
C -1.679 -1.350 5.848
H 0.332 -3.985 7.387
H -0.714 -2.728 8.092
H -1.399 -3.947 6.975
H -1.790 -0.866 6.819
H -2.521 -2.014 5.662
H -1.634 -0.595 5.065
C -7.011 -4.250 5.960
S -6.438 -3.048 4.752
O -5.351 -2.260 5.399
C -7.916 -2.034 4.770
H -6.213 -4.969 6.130
H -7.254 -3.743 6.894
H -7.888 -4.765 5.568
H -8.107 -1.672 5.781
H -8.761 -2.625 4.416
H -7.765 -1.185 4.104
```